Entry from the OMol25 dataset: a structure of composition C3H4AlO4 (ωB97M-V/def2-TZVPD).

Geometry as XYZ:
```
12
Properties=species:S:1:pos:R:3:forces:R:3
O -2.7775 0.1524 -0.0469 1.1 -0.8 -0.1
H -1.7437 -1.5697 -0.3170 0.0 0.2 0.2
C -1.7448 -0.4763 -0.1148 -0.8 0.1 -0.4
H -4.0780 1.7057 0.4770 -0.3 0.3 0.1
H -0.2887 0.8906 -0.8647 0.0 -0.2 0.2
Al 3.9324 0.1248 0.0727 3.1 0.7 0.1
O 0.6051 -0.8156 -0.0749 1.0 -0.2 0.0
O 2.1749 0.7930 0.1025 -0.1 0.6 0.1
C 1.8956 -0.4202 -0.0178 -4.0 -1.6 -0.3
O 2.7526 -1.3321 -0.0998 0.1 0.0 0.0
H -0.3353 0.7628 0.9093 0.0 -0.1 -0.3
C -0.3927 0.1846 -0.0255 -0.2 0.9 0.2
```
Positions in Å, forces in eV/Å.

Orbital gap (alpha / beta) in eV: 8.32 / 8.32
HOMO level (alpha / beta) in eV: -8.05 / -8.05
F_max in eV/A: 4.269
Charge: 0
Total energy in eV: -17960.377
Spin multiplicity: 2

---

Entry from the OMol25 dataset: a structure of composition C4H5NO2 (ωB97M-V/def2-TZVPD).

Geometry as XYZ:
```
12
Properties=species:S:1:pos:R:3:forces:R:3
H 0.9636 1.5576 1.0815 -0.2 0.6 0.5
C -1.0266 -0.7562 0.5701 2.1 1.1 -1.4
C -0.8614 0.6138 1.1580 2.1 -0.5 -1.8
H -1.8983 -1.2355 0.6898 -2.9 -2.1 0.8
O 1.2035 0.4392 -1.7279 -2.0 0.9 -3.5
H 1.9401 -0.2583 -0.1789 1.0 -0.9 1.1
H -0.1905 -2.1189 -0.9857 0.1 2.0 1.5
O -1.5313 1.2247 1.9182 -2.1 0.3 2.0
C 0.9810 -0.1568 -0.5981 -2.1 2.3 4.5
H 0.3179 0.6749 -2.1400 1.5 -0.3 0.4
C -0.1141 -1.1444 -0.3316 -0.4 -1.2 -1.2
N 0.2160 1.1599 0.5447 2.8 -2.3 -3.0
```
Positions in Å, forces in eV/Å.

Relative energy (zero: lowest compared OMol25 entry of this formula, charge and spin) in eV: 2.5084
Orbital gap in eV: 9.78
HOMO level in eV: -9.53
F_max in eV/A: 5.480
Charge: 0
Total energy in eV: -9811.806

---

Entry from the OMol25 dataset: an isolated molecule of CH3I2O2P (ωB97M-V/def2-TZVPD).

Geometry as XYZ:
```
9
Properties=species:S:1:pos:R:3:forces:R:3
P -1.1134 0.2448 -0.3327 2.4 0.3 -7.4
O 0.0576 0.3227 0.7145 0.3 0.4 0.6
H 1.9791 0.4657 -0.4268 -2.1 -1.2 1.6
I -2.4677 -1.7510 0.2914 0.7 0.6 -0.4
C 1.3581 -0.1812 0.3752 2.5 -1.1 -2.2
H 2.0755 -0.2457 1.2452 -1.6 0.2 -0.5
I -2.6345 2.0351 0.1773 0.4 -0.1 0.0
O -0.4692 0.3482 -1.9702 -3.2 -0.7 7.4
H 1.2144 -1.2386 -0.0739 0.5 1.7 0.7
```
Positions in Å, forces in eV/Å.

Relative energy (zero: lowest compared OMol25 entry of this formula, charge and spin) in eV: 1.9015
Orbital gap in eV: 8.40
HOMO level in eV: -9.88
F_max in eV/A: 8.048
Charge: 0
Total energy in eV: -30670.592

---

Entry from the OMol25 dataset: a cluster of 7 separate species, C37H88BrN9O12P2S in total (ωB97M-V/def2-TZVPD).

Geometry as XYZ:
```
150
Properties=species:S:1:pos:R:3:forces:R:3
C -1.5291 7.3120 4.6346 0.0 0.2 0.4
C -5.4937 -3.9110 1.3668 0.0 -0.3 -0.2
O -5.0120 0.9540 -2.6322 0.5 1.2 2.8
H -2.2620 6.4547 6.3165 0.2 -0.1 -0.2
H 0.0607 7.4673 6.1398 -0.1 0.0 -0.1
H 2.2096 4.1994 -7.5404 0.1 -0.1 0.1
C -1.5204 -7.1660 2.7031 -0.3 -0.1 0.0
H 3.7295 -2.7880 -7.4255 0.1 -0.2 -0.1
H 5.5134 -0.9389 4.9232 -0.1 -0.3 -0.1
H 0.0632 -1.2699 -1.7766 1.4 1.8 -0.6
H 6.3155 -2.9078 2.9226 0.0 0.2 0.0
H -3.3531 4.5202 0.7830 0.4 -2.7 -0.4
H 1.6783 -5.6480 0.2788 0.0 0.1 0.1
H -0.9786 2.8320 0.9869 -2.1 0.2 0.9
H -0.5749 -3.8294 3.0094 0.1 -0.1 0.0
C 3.2158 3.6491 -5.6691 -0.2 -0.1 -0.2
H 8.0637 -3.5383 4.6878 -0.1 0.0 0.0
H -0.8269 0.4193 -3.5716 1.4 1.3 1.9
H -1.9285 9.4606 4.3768 0.1 0.0 0.1
C -6.6130 -4.9694 4.1461 0.0 0.1 -0.4
C 1.4953 -4.5519 -7.2359 -0.1 -0.3 0.0
H 7.9657 -0.8346 6.1905 0.2 -0.2 0.1
C 7.0422 -3.2042 4.8979 0.0 -0.3 0.0
H -4.6467 -5.8089 3.8959 -0.1 0.0 -0.2
H 1.3248 4.1644 -5.1598 0.2 0.1 -0.1
H -5.5524 0.1099 -2.6553 0.9 1.4 0.6
H -0.0516 -1.8589 -6.0462 0.1 -0.2 0.1
H -6.4784 -5.1007 5.2278 0.1 -0.1 -0.2
C -1.1135 -5.8747 3.4102 0.3 -0.2 -0.2
C -5.2056 -4.9485 3.5074 0.0 -0.4 0.0
H -5.0350 -3.9880 0.3781 0.0 -0.1 0.1
H 0.7932 2.6060 -7.3777 0.0 0.0 -0.2
C 3.4555 -2.2542 -8.3374 0.0 0.3 0.2
H 1.9966 -1.4311 2.3537 0.5 -1.7 -1.7
C -3.2933 3.3328 0.6866 -0.7 0.3 1.3
H -3.2710 0.8258 2.1886 2.2 0.8 -0.6
H -1.6536 1.1678 3.1321 -1.2 0.1 -2.4
H 3.5650 1.5224 -6.1139 -0.1 0.1 -0.2
H -4.6404 -4.0563 3.8031 -0.1 0.1 -0.1
C -2.4069 2.7046 -3.3149 -2.3 0.3 -8.3
H 1.5166 -2.1729 -5.8908 -0.2 -0.2 0.0
H 1.2764 -2.6528 0.9851 2.2 1.2 1.2
C 7.5618 -1.2150 3.3521 -0.3 0.2 -0.2
N -7.4161 -6.0937 3.6452 0.4 -0.2 -0.1
H 8.5335 -1.6665 3.1181 0.1 -0.1 0.2
H -2.1229 -6.9536 1.8136 0.0 0.0 0.1
H 0.2865 0.9581 -7.0215 0.1 0.0 0.1
H 3.7657 3.3799 -7.7564 -0.1 0.1 0.1
O -5.2004 -5.1004 2.0848 0.2 0.3 0.5
Br -1.8603 3.8981 3.1863 -0.1 -0.5 -1.2
H 2.8440 -3.1304 1.9815 -1.2 2.2 -1.0
O -4.2812 0.2029 -0.1518 -0.5 4.3 -2.6
H 0.7749 -6.3657 3.9521 -0.3 -0.1 0.2
H 7.2001 -0.7641 2.4197 0.0 0.0 0.2
C 1.1368 1.6438 -6.9935 -0.2 0.1 0.1
H -2.2429 10.0223 7.7645 -0.1 0.0 -0.1
P -0.7688 4.2201 -1.5403 3.0 2.8 -1.2
N -2.0910 6.1584 5.3510 -0.4 0.2 0.0
C -3.4009 2.9256 -0.8882 -1.0 2.7 -1.2
N 2.8980 -1.1045 -0.9765 -0.8 -0.9 2.0
H 4.2391 -1.5185 -8.5336 -0.1 0.0 0.0
C 2.9234 2.1435 -5.4770 -0.2 0.1 0.3
C -4.1613 4.2191 -1.6324 -3.5 6.9 -4.6
C 3.2163 4.0915 -7.1311 0.2 0.2 -0.2
H -2.1248 -7.7907 3.3713 0.2 0.1 -0.1
C 6.5313 -2.2783 3.7958 0.1 0.2 0.3
H 2.4862 -1.9814 -1.4075 0.4 1.4 0.8
C 0.7896 -5.8927 0.8654 0.3 0.0 0.2
H -5.0989 -3.0203 1.8646 -0.1 0.0 0.0
H 0.4429 1.7912 -3.0446 -1.2 -1.9 0.7
H 0.5489 6.6977 4.6384 -0.2 0.1 0.1
S 1.0283 3.6534 -0.9146 -1.5 0.4 0.0
H -1.3211 -4.6064 1.6239 0.0 -0.2 -0.1
C -1.2460 1.2723 -1.4396 1.8 -0.7 -0.3
C -7.3950 -3.6724 3.9480 -0.2 0.2 0.2
H 3.7049 5.0677 -7.2323 -0.1 -0.2 0.1
H 0.2598 -1.5865 -8.5778 0.2 0.0 0.1
C -2.0191 2.7420 1.5121 0.0 -0.8 0.1
C -0.1879 0.8784 -2.6739 -0.6 -1.3 0.1
O 2.2338 -1.5579 -8.1403 -0.3 -0.4 -0.3
C -1.9945 2.7300 -1.6917 -1.5 -1.2 -2.5
H -6.5719 -3.8222 1.2206 0.0 0.3 0.0
N -0.1096 -6.1873 4.4370 0.2 0.4 -0.1
C 0.7624 -0.3961 -2.1549 -0.1 0.9 -0.4
O -1.3904 5.5611 -0.6210 1.5 -2.0 -1.8
H -8.2378 -3.6264 4.6478 0.2 -0.1 -0.1
H -1.1164 8.7149 7.4163 0.2 0.1 0.0
H 9.3817 -1.0784 5.1120 -0.1 -0.1 0.0
N 5.2730 -1.6593 4.2359 0.1 0.4 -0.1
H 8.9770 0.5331 5.7364 0.0 0.0 -0.1
N 0.6108 -2.6357 -6.0107 0.0 0.4 -0.2
N -2.7473 2.7155 -4.5717 3.2 -0.2 11.7
O 1.5487 1.7832 -5.6418 0.6 0.0 0.0
H 1.3482 -0.7939 -3.0931 -1.1 0.8 1.8
H -3.0280 5.9740 4.9881 0.2 0.0 0.0
C -2.1717 1.2049 2.0581 1.2 -0.1 0.7
O -0.4643 4.8667 -3.1683 0.0 -0.8 2.9
H -0.0851 -5.8375 0.2104 0.0 0.0 0.1
C -2.3967 8.5767 4.8267 -0.3 -0.2 0.0
O -2.7676 8.8379 6.1836 0.3 0.2 -0.5
H 1.6856 -4.9678 -8.2308 0.0 0.0 0.1
H -7.3774 -6.0622 2.6221 -0.1 0.0 0.3
N 2.2676 4.4830 -4.9172 -0.3 -0.2 0.3
H 2.3487 4.2551 -3.9247 0.2 0.0 -0.1
H 3.1728 1.8815 -4.4413 -0.1 0.0 -0.1
O 7.7186 -0.1266 4.2672 0.3 -0.5 -0.2
H 0.5252 5.1099 -3.2446 -2.1 -0.7 0.6
H -1.5030 0.4993 1.3746 -1.9 1.3 1.3
C 1.0626 -2.3219 -8.4427 -0.2 0.2 0.2
H 2.4226 1.0151 -1.3736 -1.2 -1.9 1.0
H -0.6627 -7.7695 2.3984 0.0 0.1 0.1
H -0.6067 6.1860 -0.4910 -1.2 -1.3 -0.3
H 0.0801 -5.3405 4.9761 -0.1 -0.2 0.0
H -6.4383 1.4491 0.4030 1.0 1.2 -1.8
H 4.8822 -1.1258 3.4573 0.0 -0.3 0.0
H -6.9362 -6.9656 3.8757 -0.2 0.2 0.0
C 8.5573 -0.4097 5.3774 -0.3 0.3 0.0
O -6.1656 2.0898 -0.3453 2.6 -1.7 -0.3
H 0.9867 -5.3233 -6.6459 0.1 0.2 -0.1
H -0.3913 -3.6263 -7.5549 0.1 0.2 0.0
H 0.3234 8.4509 4.6896 0.0 -0.1 0.1
H 1.9311 1.2384 -7.6274 0.0 0.0 0.1
H -2.0094 -5.4892 3.9142 0.2 0.1 -0.1
H -6.7612 -2.7993 4.1353 -0.1 -0.1 0.0
C -0.0729 7.4982 5.0563 0.3 -0.1 -0.2
H -4.2742 2.9398 1.2413 2.1 0.8 -1.3
N -4.6926 5.2395 -2.2699 5.1 -9.7 6.2
H -1.9810 0.3652 -1.3667 0.9 2.1 -0.1
H 1.1738 -2.8355 -9.4054 0.1 -0.1 0.1
C -0.6169 -4.7712 2.4484 0.1 0.1 0.3
O 0.7073 -4.9768 1.9473 -0.6 0.0 -0.1
H 4.2234 3.8385 -5.2765 -0.2 -0.1 0.1
H -7.8144 -3.5808 2.9438 0.1 -0.1 0.1
H 2.4574 -4.3692 -6.7524 -0.1 0.1 -0.1
H 7.0327 -2.7337 5.8835 0.0 0.0 -0.1
H -3.3407 8.4223 4.2895 0.1 0.0 0.2
C 2.2534 -2.2138 1.5097 0.3 -0.1 -0.6
O 4.5162 -1.1715 0.8782 -7.9 -1.6 -2.5
H 6.4094 -4.0967 4.9678 0.1 0.2 0.0
H -1.5249 7.0791 3.5617 -0.1 0.0 0.1
P -4.6383 1.4755 -1.0154 -3.1 -5.4 1.8
C 0.6299 -3.2963 -7.3234 0.4 0.1 0.0
H 0.9193 -6.9071 1.2472 -0.1 -0.1 -0.2
H 1.3615 0.1094 0.0251 0.9 0.4 -1.9
H -0.5807 1.2525 -0.4606 -1.7 0.5 -2.0
H -1.1622 10.1705 6.3643 0.0 -0.1 0.0
C 1.8698 0.0397 -1.0271 -0.6 -0.9 -0.7
H 3.4056 -2.9435 -9.1857 -0.1 0.0 0.1
C -1.7577 9.4692 6.9566 -0.3 -0.2 0.2
C 3.2559 -1.4594 0.4500 6.0 1.0 2.0
```
Positions in Å, forces in eV/Å.

Relative energy (zero: lowest compared OMol25 entry of this formula, charge and spin) in eV: 10.9380
Orbital gap in eV: 8.42
HOMO level in eV: -8.83
F_max in eV/A: 12.584
Charge: 0
Total energy in eV: -177222.254